DFT (the ωB97M-V functional and the def2-TZVPD basis) results for C20H47AlClO2P2 as an isolated structure at a distorted geometry.

```
! RIJCOSX wB97M-V def2-TZVPD def2/J DEFGRID3
* xyz -1 1
Al -0.6597 0.4281 -0.2811
P 0.7511 2.3188 0.3738
C 1.1807 3.2201 -1.2149
C -0.3861 3.5157 1.2758
C 2.4277 2.2614 1.2331
C 0.2914 2.8417 -2.4111
H 2.2035 2.8537 -1.4158
C 1.2362 4.7492 -1.0690
H 0.2290 5.1844 -1.0890
H 1.7852 5.1630 -1.9271
H 1.7494 5.0921 -0.1651
H 0.5838 1.8728 -2.8350
H 0.3844 3.5957 -3.2068
H -0.7711 2.7935 -2.1310
H 3.0176 1.7090 0.4771
C 2.5206 1.5063 2.5611
C 3.0724 3.6266 1.4771
H 3.4690 4.0883 0.5687
H 3.9190 3.4855 2.1657
H 2.3701 4.3083 1.9779
H 1.6422 0.8822 2.7010
H 2.5388 2.1624 3.4399
H 3.4017 0.8521 2.5842
C -1.7494 3.5800 0.5743
H 0.0807 4.5144 1.2209
C -0.5373 3.1383 2.7533
H -1.7122 4.0458 -0.4178
H -2.4583 4.1306 1.2075
H -2.1683 2.5704 0.4614
H -0.7211 2.0637 2.8826
H -1.3929 3.6850 3.1740
H 0.3442 3.4150 3.3467
Cl -2.4632 0.2698 0.9693
H -0.5882 0.5074 -1.8918
H 1.3051 -0.2677 1.2894
P -0.4038 -2.3748 -0.5620
C 1.2083 -3.3982 -0.7271
C -1.7031 -3.4524 0.3397
C -0.9636 -2.2957 -2.4090
C 2.4065 -3.1081 0.1933
H 1.5404 -3.1175 -1.7426
C 0.9137 -4.8964 -0.6711
H 0.6850 -5.2031 0.3607
H 1.8104 -5.4511 -0.9880
H 0.0952 -5.1976 -1.3324
H 2.8017 -2.0969 0.0793
H 3.2361 -3.7880 -0.0633
H 2.1313 -3.3023 1.2384
H -0.0594 -1.8356 -2.8550
C -2.1587 -1.3514 -2.6818
C -1.1870 -3.6698 -3.0614
H -0.2489 -4.2170 -3.2208
H -1.6424 -3.5225 -4.0527
H -1.8819 -4.2820 -2.4658
H -2.4408 -0.7183 -1.8241
H -3.0510 -1.9252 -2.9768
H -1.8966 -0.6833 -3.5160
C -1.5407 -3.6617 1.8515
H -1.5961 -4.4592 -0.1136
C -3.1128 -2.9179 0.1139
H -0.6190 -4.1672 2.1336
H -2.3707 -4.2978 2.1812
H -1.6038 -2.6921 2.3708
H -3.1267 -1.8476 0.3797
H -3.8089 -3.4287 0.7975
H -3.4693 -3.0488 -0.9154
C -0.5994 -0.8184 4.0263
O 0.1397 -0.1415 2.9723
C 0.6248 -0.8458 1.9407
O 0.3162 -2.0259 1.7441
H 0.0765 -1.4548 4.6229
H -1.4677 -1.3465 3.6080
H -0.9473 0.0210 4.6506
*
```

Output
molecular weight = 444.0 g/mol
highest occupied orbital energy (alpha / beta) = 0.0024 / 0.0021 hartree
E = -2325.9612 hartree

DFT (the ωB97M-V functional and the def2-TZVPD basis) results for a 6-piece molecular cluster, C20H47BrFNO9 overall at a distorted geometry.

```
! RIJCOSX wB97M-V def2-TZVPD def2/J DEFGRID3
* xyz 0 1
C -2.8984 0.6202 2.2691
C -3.2751 -0.6362 1.2325
O -4.1541 -1.5600 1.6331
O -2.6359 -0.7859 -0.0840
C -3.6096 -0.7697 -1.1867
C -3.0685 0.2983 -2.3536
C -2.6016 1.7385 -1.7240
C -1.0268 2.1383 -2.0318
O -0.7804 3.4726 -2.1427
O 0.0758 1.1857 -2.2364
C 0.8601 1.0011 -0.9700
N 1.7597 2.2114 -0.8523
F -0.1450 0.8560 0.1074
C 1.8134 -0.3076 -1.2190
C 1.8616 -1.3847 0.0147
C 2.2153 -0.7465 1.4844
Br 0.2128 -2.5757 0.1116
H -1.7977 1.0357 2.0768
H -2.8847 0.2512 3.4026
H -3.6783 1.5091 2.1371
H -3.5606 -1.8384 -1.6984
H -4.6690 -0.4885 -0.7760
H -2.2607 -0.1670 -3.0608
H -4.0307 0.5094 -3.0260
H -2.8912 1.7615 -0.5902
H -3.2628 2.5773 -2.2572
H 1.2520 3.0731 -0.5537
H 2.1872 2.3951 -1.7995
H 1.4077 -0.8687 -2.1847
H 2.9260 0.0102 -1.4786
H 2.7515 -2.1388 -0.2384
H 2.5124 -1.6677 2.1832
H 1.1784 -0.3603 1.9326
H 3.0531 0.0710 1.4838
C -3.3478 6.7213 -0.3405
C -1.8536 6.8877 -0.1557
O -1.2922 5.6899 0.3605
H -3.8278 6.4726 0.6117
H -3.7966 7.6377 -0.7337
H -3.5636 5.8987 -1.0301
H -1.6428 7.6959 0.5508
H -1.3646 7.1236 -1.1059
H -1.4775 4.9802 -0.2783
C 4.1288 -5.0983 4.0316
C 3.0036 -4.1640 3.6375
O 2.9223 -4.0721 2.2228
H 5.0836 -4.7405 3.6326
H 4.2077 -5.1765 5.1196
H 3.9651 -6.0983 3.6170
H 3.1820 -3.1606 4.0352
H 2.0435 -4.5219 4.0219
H 2.7553 -4.9669 1.8801
C -7.9935 -0.2335 1.8737
C -6.9875 0.6630 2.5655
O -6.4841 0.0209 3.7277
H -8.8225 -0.4733 2.5476
H -8.3945 0.2488 0.9780
H -7.5320 -1.1839 1.5860
H -7.4579 1.6022 2.8709
H -6.1489 0.8966 1.9024
H -6.0609 -0.8078 3.4448
C 7.0944 -6.3042 1.2112
C 6.9057 -5.0008 0.4631
O 5.5321 -4.8120 0.1563
H 6.7338 -7.1471 0.6126
H 8.1488 -6.4669 1.4513
H 6.5168 -6.3041 2.1414
H 7.4667 -5.0135 -0.4760
H 7.2520 -4.1518 1.0604
H 5.0438 -4.7936 0.9973
C 1.9075 2.0997 -5.7144
C 2.9134 2.9962 -5.0226
O 3.4168 2.3542 -3.8603
H 1.0784 1.8599 -5.0404
H 1.5064 2.5821 -6.6101
H 2.3689 1.1494 -6.0020
H 2.4430 3.9355 -4.7172
H 3.7520 3.2299 -5.6857
H 3.8400 1.5254 -4.1433
*
```

Output
SMILES string = CC(=O)OCCCC(=O)O[C@@](N)(F)C[C@@H](C)Br.CCO.CCO.CCO.CCO.CCO
relative energy (zero: lowest compared OMol25 entry of this formula, charge and spin) = 146.9 kcal per mole
molecular weight = 544.5 g/mol
highest occupied orbital energy = -0.3567 hartree
E = -4195.7629 hartree

DFT (the ωB97M-V functional and the def2-TZVPD basis) results for a 6-piece molecular cluster, C20H47BrFNO9 overall at a distorted geometry.

```
! RIJCOSX wB97M-V def2-TZVPD def2/J DEFGRID3
* xyz 0 1
C -0.2715 -3.5473 0.3001
C -1.3613 -2.8559 1.2990
O -2.4257 -3.4786 1.5915
O -1.1687 -1.5505 1.8069
C -1.1418 -1.5158 3.2601
C 0.1577 -0.6613 3.7263
C 1.4967 -1.1039 2.9607
C 2.2051 0.0692 2.1333
O 3.4609 -0.0069 2.0424
O 1.5371 1.1790 1.5566
C 1.2795 0.9483 0.1163
N 2.5496 1.1906 -0.5844
F 0.7937 -0.3853 0.0185
C 0.2470 2.0829 -0.3223
C -0.9759 1.5859 -1.2190
C -0.5699 0.7310 -2.5081
Br -2.4136 0.6572 -0.1603
H 0.3344 -2.7625 -0.2851
H -0.8011 -4.1680 -0.5090
H 0.4520 -4.2111 0.8970
H -2.0487 -0.8961 3.5911
H -1.1364 -2.5742 3.6723
H -0.0150 0.4607 3.6914
H 0.2978 -0.9404 4.8366
H 1.2755 -2.0337 2.3457
H 2.2553 -1.4193 3.7673
H 3.2265 0.4264 -0.4644
H 2.9645 2.0531 -0.1964
H -0.1789 2.5534 0.6358
H 0.7773 2.9341 -0.8773
H -1.4892 2.5378 -1.6157
H -1.5004 0.7115 -3.1866
H -0.4551 -0.3585 -2.1499
H 0.3396 1.1160 -3.0684
C 5.8476 -3.8189 2.4689
C 6.2317 -2.9254 1.3058
O 5.0781 -2.5735 0.5537
H 5.3567 -4.7268 2.1088
H 6.7275 -4.1013 3.0521
H 5.1369 -3.3115 3.1278
H 6.9242 -3.4428 0.6388
H 6.7137 -2.0086 1.6606
H 4.4731 -2.1073 1.1487
C -4.8846 1.4805 -5.6713
C -4.1027 0.7130 -4.6234
O -3.7728 1.5653 -3.5317
H -4.3030 2.3315 -6.0366
H -5.1388 0.8382 -6.5175
H -5.8084 1.8840 -5.2461
H -3.1713 0.3305 -5.0459
H -4.6839 -0.1337 -4.2452
H -4.6013 1.8925 -3.1566
C -1.9007 -6.7002 4.0340
C -0.9716 -6.6627 2.8368
O -1.6985 -6.9081 1.6413
H -2.3957 -7.6720 4.1044
H -1.3517 -6.5158 4.9609
H -2.6880 -5.9473 3.9357
H -0.2003 -7.4303 2.9286
H -0.4849 -5.6846 2.7543
H -2.3728 -6.2187 1.5622
C -5.0281 5.7555 -5.6127
C -3.6654 5.7841 -4.9485
O -3.6654 4.9617 -3.7883
H -5.7992 6.1028 -4.9203
H -5.0423 6.3889 -6.5030
H -5.2957 4.7353 -5.9027
H -3.4115 6.8006 -4.6412
H -2.8896 5.4263 -5.6334
H -3.8815 4.0613 -4.0680
C 3.3393 4.5059 2.8611
C 4.2567 4.5351 1.6549
O 3.5139 4.2892 0.4654
H 2.8382 3.5374 2.9378
H 3.8988 4.6876 3.7817
H 2.5561 5.2644 2.7701
H 5.0235 3.7627 1.7392
H 4.7533 5.5064 1.5650
H 2.8434 4.9804 0.3918
*
```

Output
SMILES string = CC(=O)OCCCC(=O)O[C@@](N)(F)C[C@@H](C)Br.CCO.CCO.CCO.CCO.CCO
relative energy (zero: lowest compared OMol25 entry of this formula, charge and spin) = 54.3 kcal per mole
molecular weight = 544.5 g/mol
highest occupied orbital energy = -0.3543 hartree
E = -4195.9105 hartree